Entry 1:
C4H8IN2 | the ωB97M-V functional and the def2-TZVPD basis

```
! wB97M-V def2-TZVPD RIJCOSX def2/J DEFGRID3
* xyz 1 1
C -0.339 -0.623 1.246
C 0.026 1.510 -0.063
C -0.636 -1.316 -1.019
C 1.027 0.855 -0.903
N -0.514 0.686 1.042
N -0.361 -1.532 0.271
I 2.683 -0.022 -0.019
H -0.253 -0.976 2.263
H 0.478 2.376 0.440
H -0.809 1.893 -0.662
H -1.211 -0.467 -1.326
H -0.408 -2.092 -1.724
H 1.029 0.961 -1.971
H -0.630 1.224 1.892
H -0.083 -2.475 0.533
*
```

**Electronic energy**: -564.068521 Eh
**Kohn-Sham gap (alpha / beta)**: 7.3 / 7.9 eV
**Relative energy (zero: lowest compared OMol25 entry of this formula, charge and spin)**: 291.4 kJ/mol

Results of the Mulliken charge analysis, in e, for atoms 1 through 4: -0.141 -0.509 -0.547 -0.668

Entry 2:
C17H26O7Tl | the ωB97M-V functional and the def2-TZVPD basis

```
! wB97M-V def2-TZVPD RIJCOSX def2/J DEFGRID3
* xyz 1 1
Tl 0.670 -0.206 -0.284
C 2.589 2.335 -1.106
C 2.801 1.301 -2.161
O 2.221 0.100 -1.603
C 2.375 -0.927 -2.607
C 2.929 -2.046 -1.794
O 2.028 -1.975 -0.716
C 2.595 -2.127 0.585
C 2.935 -0.766 1.200
O 1.728 -0.046 1.470
C 1.936 1.345 1.701
C 1.080 2.189 0.741
O 1.318 1.941 -0.646
H 2.572 3.352 -1.507
H 3.362 2.259 -0.339
H 3.865 1.171 -2.385
H 2.252 1.564 -3.073
H 3.045 -0.664 -3.432
H 1.378 -1.152 -3.000
H 3.958 -1.839 -1.480
H 2.869 -3.014 -2.298
H 3.474 -2.780 0.549
H 1.833 -2.618 1.200
H 3.578 -0.199 0.519
H 3.464 -0.910 2.148
H 2.995 1.611 1.634
H 1.621 1.555 2.729
H 1.216 3.257 0.945
H 0.025 1.951 0.912
C -5.888 2.085 -1.267
O -5.764 1.154 -0.256
C -4.610 0.554 0.136
C -4.663 -0.364 1.174
C -3.513 -1.011 1.620
C -2.239 -0.774 1.049
C -1.042 -1.535 1.612
C -1.100 -2.535 2.742
O -0.084 -1.328 1.149
C -2.212 0.180 -0.023
O -1.174 0.420 -0.541
C -3.372 0.824 -0.463
H -6.951 2.390 -1.351
H -5.567 1.645 -2.235
H -5.279 2.985 -1.035
H -5.613 -0.583 1.647
H -3.675 -1.699 2.427
H -2.092 -2.714 3.180
H -0.445 -2.194 3.570
H -0.730 -3.518 2.384
H -3.307 1.537 -1.274
H 0.608 -0.183 -2.145
*
```

**Electronic energy**: -1361.864248 Eh
**Kohn-Sham gap**: 7.4 eV
**Relative energy (zero: lowest compared OMol25 entry of this formula, charge and spin)**: 0.0 kJ/mol

Results of the Mulliken charge analysis, in e, for atoms 1 through 4: 1.762 -0.586 -0.752 -0.153

Entry 3:
C30H80O10 | the ωB97M-V functional and the def2-TZVPD basis

```
! wB97M-V def2-TZVPD RIJCOSX def2/J DEFGRID3
* xyz 0 1
C -26.782 -18.807 -11.559
C -27.133 -20.291 -11.508
C -28.460 -20.498 -10.866
O -27.275 -20.782 -12.822
H -25.736 -18.643 -11.817
H -26.688 -18.505 -10.515
H -27.421 -18.168 -12.168
H -26.349 -20.898 -11.056
H -29.262 -19.958 -11.369
H -28.503 -20.132 -9.840
H -28.728 -21.554 -10.877
H -27.907 -20.211 -13.265
C -17.283 -21.659 -10.483
C -16.222 -20.551 -10.575
C -14.857 -21.024 -10.126
O -16.114 -20.129 -11.950
H -16.999 -22.503 -11.112
H -18.310 -21.415 -10.754
H -17.294 -22.049 -9.465
H -16.622 -19.655 -10.100
H -14.725 -21.272 -9.073
H -14.113 -20.293 -10.443
H -14.556 -21.885 -10.723
H -15.541 -19.358 -11.952
C -25.922 -22.393 -16.436
C -27.268 -22.950 -16.897
C -28.209 -21.883 -17.422
O -26.922 -23.890 -17.898
H -25.312 -21.891 -17.187
H -25.238 -23.186 -16.133
H -26.021 -21.718 -15.586
H -27.731 -23.493 -16.073
H -27.573 -21.372 -18.144
H -28.630 -21.149 -16.734
H -29.033 -22.324 -17.983
H -26.137 -23.629 -18.385
C -25.449 -18.282 -15.290
C -26.129 -17.117 -16.029
C -26.096 -17.145 -17.554
O -27.507 -16.964 -15.616
H -25.595 -19.277 -15.710
H -25.713 -18.361 -14.235
H -24.386 -18.043 -15.292
H -25.697 -16.171 -15.704
H -26.562 -16.283 -18.033
H -26.559 -18.036 -17.978
H -25.110 -17.182 -18.018
H -27.851 -16.130 -15.945
C -19.797 -24.486 -18.518
C -21.191 -23.826 -18.481
C -21.190 -22.417 -17.849
O -21.676 -23.823 -19.787
H -19.853 -25.396 -19.116
H -19.577 -25.037 -17.604
H -19.047 -23.790 -18.893
H -21.872 -24.429 -17.881
H -20.522 -21.769 -18.416
H -20.874 -22.328 -16.810
H -22.187 -22.012 -18.024
H -21.889 -24.732 -20.013
C -21.820 -22.414 -13.713
C -21.977 -20.931 -13.333
C -23.371 -20.490 -13.069
O -21.130 -20.515 -12.275
H -22.227 -23.016 -12.901
H -20.762 -22.608 -13.893
H -22.378 -22.667 -14.614
H -21.599 -20.297 -14.135
H -23.411 -19.405 -12.964
H -23.707 -21.062 -12.204
H -23.994 -20.766 -13.919
H -20.219 -20.440 -12.568
C -17.171 -20.502 -15.446
C -18.016 -21.403 -14.490
C -17.195 -22.603 -14.049
O -18.478 -20.645 -13.392
H -16.214 -20.234 -14.999
H -17.738 -19.631 -15.776
H -16.935 -21.005 -16.384
H -18.901 -21.768 -15.012
H -16.231 -22.221 -13.712
H -17.067 -23.350 -14.833
H -17.632 -23.069 -13.166
H -17.665 -20.457 -12.918
C -24.899 -23.937 -11.146
C -25.550 -24.076 -12.496
C -25.376 -25.451 -13.027
O -26.898 -23.725 -12.415
H -23.826 -24.123 -11.205
H -25.327 -24.652 -10.443
H -25.022 -22.944 -10.715
H -25.153 -23.449 -13.295
H -25.361 -25.429 -14.117
H -26.129 -26.129 -12.625
H -24.348 -25.728 -12.794
H -26.969 -22.769 -12.475
C -20.507 -23.036 -9.718
C -21.141 -21.804 -8.984
C -20.112 -20.696 -8.608
O -22.191 -21.326 -9.848
H -21.280 -23.800 -9.797
H -19.615 -23.460 -9.257
H -20.190 -22.759 -10.724
H -21.666 -22.149 -8.093
H -19.337 -21.042 -7.924
H -20.663 -19.895 -8.115
H -19.647 -20.289 -9.506
H -21.818 -21.081 -10.698
C -20.506 -28.003 -15.443
C -21.628 -27.347 -14.766
C -21.635 -25.850 -14.838
O -22.875 -27.832 -15.210
H -19.562 -27.540 -15.157
H -20.603 -27.933 -16.526
H -20.605 -29.064 -15.212
H -21.527 -27.569 -13.704
H -21.633 -25.560 -15.888
H -20.781 -25.383 -14.348
H -22.537 -25.440 -14.382
H -22.914 -28.791 -15.228
*
```

**Electronic energy**: -1943.337684 Eh
**Kohn-Sham gap**: 9.9 eV
**Relative energy (zero: lowest compared OMol25 entry of this formula, charge and spin)**: 223.0 kJ/mol

Results of the Mulliken charge analysis, in e, for atoms 1 through 4: -1.435 0.988 -1.443 -0.344

Entry 4:
C45H81N7O9S | the ωB97M-V functional and the def2-TZVPD basis

```
! wB97M-V def2-TZVPD RIJCOSX def2/J DEFGRID3
* xyz 0 1
C 7.213 -1.901 0.007
C 7.523 -1.193 -1.068
C 8.002 -0.329 -2.368
C 6.677 0.277 -3.067
C 6.081 1.605 -2.350
C 4.463 1.527 -2.360
C 3.569 1.751 -1.061
C 4.394 2.019 0.309
C 5.006 0.599 0.876
C 1.932 1.715 -1.095
N 1.130 1.972 0.139
C 1.224 1.424 -2.460
C -0.357 1.371 -2.738
C -1.251 0.797 -1.533
O -1.920 1.667 -0.845
C -1.429 -0.738 -1.119
C -1.306 -1.058 0.449
C -1.497 -2.492 1.057
C -1.833 -3.716 0.083
C -1.939 -3.408 -1.458
C -1.748 -1.942 -2.078
C 2.183 1.196 -3.731
N 1.768 0.952 -5.115
S 3.092 0.785 -6.225
N 4.362 1.008 -5.082
C 3.779 1.233 -3.772
H 7.354 -2.543 0.957
H 8.497 -1.115 -3.073
H 8.785 0.471 -2.092
H 5.838 -0.521 -3.033
H 6.823 0.541 -4.191
H 6.365 2.508 -3.033
H 6.539 1.772 -1.310
H 3.776 2.519 1.137
H 5.306 2.701 0.116
H 4.397 -0.299 0.492
H 6.122 0.544 0.596
H 4.965 0.593 2.039
H 0.802 1.061 0.525
H 1.662 2.470 0.871
H -0.503 0.660 -3.654
H -0.689 2.417 -3.103
H -1.093 -0.180 1.182
H -1.446 -2.742 2.176
H -2.003 -4.788 0.478
H -2.208 -4.281 -2.177
H -1.858 -1.734 -3.205
C -6.686 -7.889 3.963
O -7.543 -6.831 3.559
C -7.684 -5.794 4.535
C -6.907 -4.536 4.128
N -5.459 -4.739 4.213
C -4.661 -3.718 3.527
C -4.917 -3.467 2.029
O -4.496 -4.522 1.170
C -5.382 -5.632 1.121
H -6.854 -8.733 3.289
H -5.635 -7.599 3.877
H -6.899 -8.211 4.986
H -7.412 -6.133 5.542
H -8.749 -5.540 4.554
H -7.193 -3.708 4.786
H -7.218 -4.282 3.111
H -5.224 -5.642 3.822
H -3.614 -4.021 3.639
H -4.772 -2.771 4.068
H -4.306 -2.603 1.743
H -5.951 -3.179 1.815
H -6.433 -5.327 1.167
H -5.140 -6.333 1.918
H -5.220 -6.154 0.171
C 3.242 8.369 -4.046
O 2.539 8.753 -2.872
C 1.118 8.786 -3.031
C 0.450 7.595 -2.334
N 0.731 6.335 -3.024
C 0.421 5.132 -2.244
C 1.082 4.958 -0.864
O 2.478 4.696 -0.904
C 3.284 5.843 -1.132
H 4.294 8.631 -3.908
H 3.187 7.289 -4.203
H 2.865 8.892 -4.930
H 0.821 8.861 -4.084
H 0.780 9.700 -2.533
H -0.633 7.756 -2.305
H 0.817 7.580 -1.304
H 1.709 6.304 -3.280
H 0.719 4.280 -2.865
H -0.667 5.067 -2.125
H 0.638 4.067 -0.411
H 0.859 5.781 -0.177
H 2.891 6.734 -0.633
H 3.395 6.008 -2.203
H 4.285 5.641 -0.731
C -4.699 -7.589 11.765
O -5.328 -8.685 11.115
C -6.624 -8.998 11.630
C -7.731 -8.550 10.667
N -7.849 -7.092 10.615
C -8.633 -6.586 9.484
C -8.206 -6.978 8.058
O -6.991 -6.381 7.616
C -5.814 -6.996 8.122
H -3.640 -7.603 11.497
H -5.116 -6.638 11.426
H -4.784 -7.664 12.853
H -6.777 -8.599 12.640
H -6.664 -10.090 11.703
H -8.686 -8.977 10.992
H -7.490 -8.969 9.686
H -6.925 -6.682 10.569
H -8.599 -5.493 9.553
H -9.680 -6.876 9.632
H -8.977 -6.596 7.379
H -8.188 -8.062 7.900
H -5.912 -8.083 8.198
H -5.552 -6.556 9.083
H -4.992 -6.775 7.431
C 5.630 4.406 -5.784
O 5.094 5.686 -6.092
C 6.070 6.729 -6.136
C 6.367 7.156 -7.578
N 7.099 6.121 -8.311
C 7.119 6.306 -9.766
C 5.776 6.414 -10.512
O 5.031 5.202 -10.571
C 4.326 4.884 -9.379
H 4.800 3.750 -5.512
H 6.128 3.969 -6.653
H 6.327 4.454 -4.942
H 6.986 6.463 -5.593
H 5.623 7.584 -5.618
H 6.959 8.077 -7.567
H 5.406 7.378 -8.050
H 6.693 5.217 -8.111
H 7.659 5.446 -10.176
H 7.722 7.192 -9.994
H 6.011 6.657 -11.554
H 5.152 7.238 -10.152
H 3.918 5.773 -8.888
H 4.973 4.323 -8.706
H 3.489 4.227 -9.645
*
```

**Electronic energy**: -3221.097376 Eh
**Kohn-Sham gap**: 7.1 eV

Results of the Mulliken charge analysis, in e, for atoms 1 through 4: -0.465 -0.076 -0.469 -0.622